[1]
{"formula": "C5H9BrN2O5S", "method": "ωB97M-V/def2-TZVPD", "elements": ["C", "C", "C", "C", "C", "N", "N", "O", "O", "O", "O", "O", "S", "Br", "H", "H", "H", "H", "H", "H", "H", "H", "H"], "xyz": [[-2.011, 0.145, 0.678], [-1.412, -0.204, -1.617], [-1.000, -0.926, 1.051], [-0.358, -1.124, -1.124], [3.659, -0.173, 0.739], [-1.598, 0.798, -0.633], [2.437, 0.152, 0.899], [1.738, 0.780, -0.086], [1.757, 0.006, 1.897], [-0.167, 2.539, -1.736], [-0.846, 2.901, 0.642], [-0.696, -1.831, -0.053], [-0.520, 2.053, -0.468], [4.479, -1.311, 1.961], [-2.987, -0.154, 0.647], [-2.106, 0.971, 1.429], [-1.054, 0.448, -2.516], [-2.376, -0.595, -1.739], [-0.043, -0.543, 1.521], [-1.423, -1.553, 1.723], [-0.080, -1.784, -2.101], [0.567, -0.519, -0.887], [4.042, -0.079, -0.229]], "forces_ev_per_a": [[2.875, 2.789, 0.699], [2.265, 3.020, -2.420], [1.907, 0.772, -1.224], [3.306, -0.523, -4.798], [0.808, -0.807, -0.133], [-0.412, 1.773, 3.496], [-2.804, 2.111, -0.623], [0.757, 0.324, -1.434], [-0.494, -0.893, 2.798], [0.908, 0.116, -0.844], [0.644, -1.050, -0.727], [-1.464, -0.777, 2.405], [-1.455, -0.956, 1.569], [0.018, 0.131, 0.031], [-2.543, -1.309, -1.062], [0.714, -0.769, -0.370], [-0.698, -1.924, 0.910], [-1.304, -0.960, -0.583], [-0.981, -0.019, -0.931], [-1.445, -1.828, 2.350], [-0.566, 0.860, 2.538], [-0.777, -0.362, -0.650], [0.739, 0.282, -0.996]], "relative_energy_kj_mol": 275.9, "charge": 0}

[2]
{"formula": "H4OS2", "method": "ωB97M-V/def2-TZVPD", "elements": ["O", "H", "H", "S", "S", "H", "H"], "xyz": [[1.214, 1.460, -0.689], [0.509, 0.904, -1.091], [0.729, 2.181, -0.228], [0.273, -1.744, 0.305], [-1.179, -0.899, 1.435], [-0.445, -2.272, -0.709], [-1.101, 0.369, 0.978]], "forces_ev_per_a": [[-1.262, 0.278, 0.106], [0.766, 0.516, 0.437], [0.526, -0.736, -0.536], [0.497, -0.305, -0.379], [-0.417, 0.283, 0.173], [-0.117, 0.133, 0.187], [0.008, -0.169, 0.011]], "smiles": "SS.O", "relative_energy_kj_mol": 15.9, "charge": 0}

[3]
{"formula": "C9H7F2NO2", "method": "ωB97M-V/def2-TZVPD", "elements": ["C", "C", "C", "C", "C", "C", "C", "C", "C", "N", "O", "O", "F", "F", "H", "H", "H", "H", "H", "H", "H"], "xyz": [[1.717, 1.965, -0.363], [1.526, 1.678, 1.004], [0.805, 1.480, -1.246], [0.472, 0.857, 1.410], [-0.299, 0.653, -0.832], [-0.446, 0.355, 0.530], [1.639, -3.244, 0.396], [-1.227, 0.036, -1.719], [-1.581, -0.536, 0.934], [-2.556, -0.458, -0.142], [1.218, -2.829, -0.579], [2.173, -3.590, 1.351], [-1.134, -1.858, 1.214], [-3.145, -1.637, -0.462], [2.485, 2.657, -0.759], [2.130, 2.164, 1.795], [0.829, 1.778, -2.343], [0.424, 1.066, 2.444], [-1.954, 0.609, -2.308], [-1.186, -1.028, -2.180], [-1.888, -0.116, 1.855]], "forces_ev_per_a": [[0.618, 0.763, 0.807], [0.439, 0.213, -0.829], [-2.207, -0.746, -2.071], [1.606, 2.423, 0.209], [2.501, 0.584, 0.675], [0.222, -0.455, -1.237], [0.852, 0.307, 0.463], [-4.496, -3.259, 0.611], [0.767, -0.930, -1.072], [2.436, 2.466, -2.249], [-1.176, 0.499, -1.823], [0.275, -0.739, 1.327], [-0.196, 0.907, -0.386], [-0.155, -1.080, 0.346], [-0.373, -0.568, 0.607], [-0.261, -0.410, -0.738], [0.186, -0.519, 1.527], [-1.069, -1.358, 1.357], [0.560, 0.224, 0.234], [0.718, 1.852, 1.050], [-1.244, -0.174, 1.193]], "relative_energy_kj_mol": 292.2, "charge": 0}

[4]
{"formula": "C3H9N2S", "method": "ωB97M-V/def2-TZVPD", "elements": ["C", "C", "C", "N", "N", "S", "H", "H", "H", "H", "H", "H", "H", "H", "H"], "xyz": [[0.556, -0.546, 0.485], [-0.884, -1.652, -1.368], [0.136, -0.717, -0.839], [0.322, 2.093, 0.754], [0.340, -0.166, 1.686], [1.812, -1.329, -0.291], [-0.965, -2.709, -0.870], [-1.842, -1.087, -1.376], [-0.832, -1.880, -2.442], [0.115, 0.084, -1.630], [-0.654, 2.121, 0.660], [0.639, 2.310, -0.215], [-0.446, 0.453, 2.019], [1.146, 0.028, 2.234], [0.556, 2.996, 1.193]], "forces_ev_per_a": [[0.843, -0.500, 1.286], [-1.902, -2.570, 0.355], [-0.771, 0.221, -3.432], [2.147, 2.592, -1.298], [-1.858, 0.460, 1.046], [0.152, 0.199, -0.093], [0.014, 2.229, -0.490], [0.198, -0.578, 0.619], [0.883, 0.284, 0.236], [0.711, 0.042, 1.507], [-1.909, 0.199, -0.117], [-0.140, -0.430, 0.676], [0.960, -1.330, -1.128], [0.846, -0.402, 0.687], [-0.172, -0.416, 0.146]], "relative_energy_kj_mol": 231.4, "charge": 1}

[5]
{"formula": "C54H52F7I2N2O2", "method": "ωB97M-V/def2-TZVPD", "elements": ["C", "C", "C", "C", "O", "C", "C", "C", "O", "N", "C", "C", "N", "C", "I", "C", "C", "I", "H", "H", "H", "H", "H", "H", "H", "H", "H", "H", "H", "H", "H", "H", "H", "H", "H", "F", "C", "C", "C", "C", "C", "C", "H", "H", "H", "H", "H", "F", "C", "C", "C", "C", "C", "C", "H", "H", "H", "H", "H", "F", "C", "C", "C", "C", "C", "C", "H", "H", "H", "H", "H", "F", "C", "C", "C", "C", "C", "C", "H", "H", "H", "H", "H", "F", "C", "C", "C", "C", "C", "C", "H", "H", "H", "H", "H", "F", "C", "C", "C", "C", "C", "C", "H", "H", "H", "H", "H", "F", "C", "C", "C", "C", "C", "C", "H", "H", "H", "H", "H"], "xyz": [[-4.469, -4.626, -0.618], [-3.572, -3.527, -0.778], [-2.557, -2.269, -0.521], [-1.869, -2.064, 0.959], [-1.983, -2.905, 2.196], [-0.845, -3.853, 2.051], [-0.966, -5.194, 2.986], [-2.454, -5.880, 3.033], [-0.059, -6.218, 2.371], [-1.087, -0.790, 0.715], [-1.260, -0.309, -0.731], [-0.537, 1.065, -1.272], [-2.168, -1.229, -1.539], [-2.493, -1.008, -2.994], [-2.507, -2.861, -4.216], [-3.810, -0.043, -3.267], [-5.145, -0.451, -2.417], [-4.221, -0.132, -5.458], [-5.292, -5.467, -0.433], [0.160, -3.296, 2.370], [-0.797, -4.135, 0.900], [-0.551, -5.038, 4.081], [-2.379, -6.806, 3.783], [-2.730, -6.372, 1.981], [-3.301, -5.166, 3.411], [-0.621, -6.951, 1.962], [-0.529, -0.351, 1.482], [-1.340, 1.945, -1.209], [-0.199, 0.987, -2.410], [0.372, 1.378, -0.603], [-1.573, -0.386, -3.437], [-3.489, 1.083, -3.070], [-6.040, -0.511, -3.205], [-5.409, 0.447, -1.709], [-5.115, -1.495, -1.893], [2.210, 0.611, -2.771], [3.277, 1.050, -2.091], [4.360, 1.580, -2.784], [5.469, 2.042, -2.076], [5.488, 1.958, -0.681], [4.398, 1.420, 0.005], [3.285, 0.969, -0.703], [4.331, 1.630, -3.867], [6.317, 2.465, -2.608], [6.355, 2.315, -0.129], [4.417, 1.352, 1.090], [2.425, 0.556, -0.185], [1.683, 2.422, 1.451], [1.717, 2.608, 2.777], [0.606, 2.274, 3.544], [0.643, 2.462, 4.925], [1.788, 2.994, 5.524], [2.896, 3.331, 4.745], [2.863, 3.132, 3.365], [-0.277, 1.870, 3.060], [-0.218, 2.197, 5.534], [1.814, 3.145, 6.601], [3.784, 3.749, 5.213], [3.718, 3.380, 2.746], [1.941, -1.842, 8.616], [1.234, -2.903, 8.204], [-0.022, -3.142, 8.749], [-0.760, -4.244, 8.317], [-0.228, -5.101, 7.350], [1.036, -4.855, 6.812], [1.769, -3.747, 7.237], [-0.415, -2.470, 9.505], [-1.747, -4.435, 8.732], [-0.803, -5.962, 7.016], [1.449, -5.526, 6.063], [2.749, -3.536, 6.823], [5.131, 4.940, 2.820], [4.958, 6.179, 3.297], [5.078, 6.409, 4.664], [4.902, 7.701, 5.161], [4.598, 8.747, 4.286], [4.475, 8.505, 2.917], [4.661, 7.216, 2.419], [5.306, 5.583, 5.329], [5.001, 7.892, 6.226], [4.457, 9.753, 4.675], [4.234, 9.320, 2.239], [4.578, 7.012, 1.357], [-6.080, 4.401, -3.290], [-6.204, 4.378, -4.624], [-6.442, 5.564, -5.309], [-6.565, 5.541, -6.699], [-6.460, 4.330, -7.386], [-6.226, 3.144, -6.689], [-6.091, 3.168, -5.301], [-6.529, 6.494, -4.758], [-6.744, 6.464, -7.245], [-6.561, 4.312, -8.469], [-6.148, 2.202, -7.226], [-5.900, 2.257, -4.744], [6.169, 0.388, 2.501], [6.127, -0.947, 2.401], [7.186, -1.623, 1.806], [7.145, -3.014, 1.706], [6.038, -3.713, 2.194], [4.977, -3.025, 2.786], [5.024, -1.636, 2.895], [8.034, -1.063, 1.425], [7.972, -3.552, 1.249], [6.004, -4.797, 2.113], [4.115, -3.571, 3.161], [4.213, -1.086, 3.360], [-5.358, -1.134, -8.202], [-4.897, -2.027, -9.088], [-5.697, -2.399, -10.163], [-5.215, -3.325, -11.089], [-3.942, -3.876, -10.923], [-3.149, -3.499, -9.838], [-3.627, -2.566, -8.919], [-6.686, -1.967, -10.271], [-5.829, -3.617, -11.937], [-3.568, -4.601, -11.643], [-2.160, -3.933, -9.709], [-3.020, -2.255, -8.075]], "forces_ev_per_a": [[6.118, 7.945, -0.628], [-5.085, -5.910, 2.016], [-0.284, -1.842, 2.574], [-1.569, 1.142, -4.593], [1.387, 2.510, -4.438], [1.824, -0.968, -0.234], [-0.700, -1.281, -0.316], [0.246, -0.676, 0.388], [-1.853, 0.392, 0.100], [-2.738, -2.269, -3.582], [-0.391, -1.485, 1.068], [-0.989, 0.105, -0.079], [2.609, 0.685, 6.804], [0.646, 2.033, -1.381], [0.293, 0.518, 1.361], [0.302, -0.122, 0.998], [-0.968, 0.596, -1.217], [0.147, 0.473, 1.174], [2.336, 2.340, -0.747], [-2.141, -1.149, -0.816], [0.056, 0.175, 2.594], [-0.954, 0.026, -2.317], [-0.150, 2.131, -1.523], [0.563, 1.427, 2.118], [1.689, -1.343, -0.874], [0.981, 1.679, 0.869], [-0.532, -0.147, -1.344], [1.647, -1.992, -0.080], [-0.693, -0.137, 2.651], [-1.806, -0.909, -1.242], [-1.966, -1.610, 1.133], [-0.661, -2.497, -0.334], [1.929, 0.105, 1.879], [0.574, -2.025, -1.074], [0.247, 2.100, -0.844], [-0.505, -0.222, -0.310], [1.284, 0.501, 0.786], [-0.092, -0.014, -0.070], [-0.319, -0.174, 0.320], [-0.047, -0.028, -0.037], [0.064, 0.083, -0.338], [-0.019, -0.030, -0.217], [-0.034, -0.013, 0.106], [-0.184, -0.101, 0.064], [-0.187, -0.086, -0.082], [-0.024, 0.014, -0.236], [0.131, -0.022, -0.036], [-0.133, -0.130, -0.568], [0.083, 0.256, 1.592], [0.115, -0.058, -0.112], [0.379, 0.123, -0.078], [-0.074, -0.028, -0.052], [-0.407, -0.196, -0.116], [-0.007, -0.122, -0.255], [-0.008, 0.078, 0.019], [0.142, 0.057, -0.142], [-0.014, -0.034, -0.224], [-0.171, -0.115, -0.155], [-0.234, -0.071, 0.091], [0.062, 0.103, 0.023], [-0.516, -0.784, -0.298], [-0.008, 0.051, 0.016], [0.389, 0.000, -0.239], [-0.034, 0.060, 0.004], [-0.254, 0.217, 0.246], [0.054, 0.078, -0.012], [0.079, -0.047, -0.080], [0.201, 0.057, -0.037], [0.115, 0.135, 0.082], [-0.026, 0.119, 0.133], [-0.066, 0.001, 0.096], [0.248, -0.270, -0.162], [-0.172, 1.314, 0.481], [-0.003, -0.078, -0.059], [-0.083, 0.046, -0.455], [0.014, -0.070, 0.029], [0.089, -0.246, 0.341], [-0.007, -0.120, -0.026], [0.038, 0.083, -0.083], [-0.018, -0.077, -0.199], [0.032, -0.205, -0.083], [0.066, -0.182, 0.103], [0.011, -0.023, 0.104], [0.055, -0.030, 0.353], [-0.132, -0.001, -1.258], [0.021, 0.022, 0.077], [0.070, -0.455, 0.137], [0.002, 0.028, 0.041], [-0.023, 0.406, 0.136], [-0.038, 0.114, 0.126], [0.022, -0.113, -0.022], [0.022, -0.161, 0.143], [0.017, -0.003, 0.219], [0.006, 0.135, 0.122], [-0.072, 0.135, -0.037], [0.015, 0.303, 0.057], [-0.009, -1.190, -0.102], [0.004, 0.078, 0.001], [-0.418, 0.132, 0.204], [0.025, 0.029, -0.018], [0.381, 0.118, -0.190], [-0.017, 0.103, -0.036], [-0.098, -0.021, 0.066], [-0.147, 0.141, 0.077], [0.005, 0.217, 0.023], [0.152, 0.113, -0.037], [0.088, 0.013, -0.024], [-0.178, 0.363, 0.301], [0.500, -0.982, -0.985], [-0.042, 0.087, 0.077], [0.355, 0.040, 0.331], [-0.050, 0.035, 0.018], [-0.382, 0.094, -0.144], [-0.084, 0.065, 0.074], [0.109, -0.013, 0.035], [0.086, 0.077, 0.187], [-0.071, 0.151, 0.150], [-0.178, 0.117, -0.009], [-0.060, 0.004, -0.033]], "charge": 1}

[6]
{"formula": "C7H10O2", "method": "ωB97M-V/def2-TZVPD", "elements": ["C", "C", "C", "C", "C", "C", "C", "O", "O", "H", "H", "H", "H", "H", "H", "H", "H", "H", "H"], "xyz": [[-0.850, -0.503, -0.291], [-1.792, -1.180, 0.683], [1.348, 0.042, 1.420], [1.660, 0.789, -0.997], [-1.458, 0.367, -1.382], [-0.519, 1.218, 0.313], [0.724, 0.610, 0.174], [-1.090, 1.601, -0.993], [-2.104, 0.063, -2.343], [-0.156, -1.228, -0.722], [-1.238, -1.610, 1.517], [-2.523, -0.477, 1.076], [-2.318, -1.986, 0.167], [2.112, 0.734, 1.785], [0.606, -0.096, 2.204], [1.846, -0.910, 1.215], [2.347, 1.602, -0.747], [2.266, -0.102, -1.168], [1.139, 1.065, -1.911]], "forces_ev_per_a": [[-0.159, 0.377, 0.306], [-0.034, 0.071, -0.056], [-0.127, -0.155, -0.101], [-0.132, -0.153, 0.023], [-0.012, 0.206, 0.065], [-0.254, -0.641, 0.115], [0.305, 0.371, -0.277], [0.123, -0.247, -0.244], [0.240, 0.079, 0.255], [0.147, 0.114, 0.023], [-0.016, 0.001, -0.036], [0.073, -0.004, -0.022], [0.047, -0.072, -0.018], [-0.076, 0.000, -0.055], [-0.013, 0.069, 0.005], [-0.006, 0.029, -0.023], [-0.058, -0.032, 0.017], [-0.032, -0.003, 0.006], [-0.016, -0.010, 0.018]], "relative_energy_kj_mol": 327.9, "charge": 0}

no.,energy (hartree)
1,-3653.5244
2,-873.9949
3,-751.9792
4,-627.0819
5,-3642.6230
6,-423.0750